# 1
22
Properties=species:S:1:pos:R:3 method="wB97M-V/def2-TZVPD" homo_ev=-14.0 gap_ev=4.14 relative_energy_kj_mol=812.22 lumo_ha=-0.3615 total_charge=+1
C 0.07 -0.04 -1.18
C -0.99 0.57 -0.23
C -1.75 -0.55 0.50
C -0.87 -1.28 1.57
N 3.05 -0.39 -0.89
N -1.96 1.30 -1.04
H 0.74 -0.72 -0.57
H 0.74 0.75 -1.56
H -0.44 -0.58 -2.00
H -0.40 1.19 0.49
H -2.09 -1.26 -0.23
H -2.63 -0.15 0.99
H -0.57 -0.54 2.37
H -1.38 -2.13 1.97
H 3.71 0.32 -1.28
H 3.61 -1.27 -0.77
H 2.54 -0.06 -0.05
H -2.55 1.93 -0.48
H -1.55 1.92 -1.74
H 2.00 0.76 1.88
H 0.11 -1.60 1.19
O 1.47 0.35 1.16



# 2
81
Properties=species:S:1:pos:R:3 method="wB97M-V/def2-TZVPD" homo_ev="-2.5 / -2.5" gap_ev="6.03 / 6.03" relative_energy_kj_mol=15.73 lumo_ha="0.1286 / 0.1288" total_charge=-2
Rb 0.91 1.65 1.26
Cl 5.83 -4.05 3.20
C 5.04 -2.55 2.73
C 5.62 -1.76 1.72
C 5.04 -0.59 1.35
Cl 5.76 0.35 0.07
C 3.83 -0.06 1.96
O 3.35 1.04 1.64
C 3.26 -0.94 2.96
C 2.02 -0.64 3.62
O 1.34 0.38 3.50
C 3.88 -2.15 3.33
H 6.52 -2.10 1.22
H 1.65 -1.45 4.28
H 3.41 -2.77 4.08
C 1.50 -1.83 -5.63
C 0.14 -1.97 -4.92
C -0.85 -2.66 -5.87
C 0.32 -2.87 -3.70
C -0.37 -0.58 -4.55
C -0.82 0.28 -5.57
C -1.34 1.53 -5.31
C -1.39 1.95 -3.98
S -2.02 3.41 -3.30
C -1.60 2.82 -1.71
N -1.02 1.67 -1.68
C -0.91 1.13 -2.96
C -0.40 -0.14 -3.23
C -1.90 3.63 -0.51
C -2.38 4.94 -0.60
C -2.64 5.67 0.55
C -2.43 5.12 1.81
C -1.96 3.81 1.93
C -1.74 3.13 0.76
H 1.86 -2.81 -5.95
H 2.24 -1.40 -4.95
H 1.42 -1.18 -6.50
H -0.55 -3.70 -6.02
H -0.89 -2.18 -6.85
H -1.86 -2.65 -5.45
H 0.67 -3.85 -4.01
H -0.63 -3.00 -3.16
H 1.04 -2.47 -2.98
H -0.77 -0.05 -6.60
H -1.70 2.16 -6.11
H -0.03 -0.74 -2.41
H -2.52 5.39 -1.57
H -2.98 6.69 0.46
H -2.58 5.70 2.71
H -1.78 3.38 2.90
S 1.82 -1.68 -0.65
C 1.13 -3.09 -0.01
N -0.20 -3.10 0.33
C -0.72 -4.21 0.83
C 0.00 -5.37 1.01
C 1.34 -5.29 0.65
N 1.90 -4.20 0.16
H -1.39 -1.87 0.53
H -1.78 -4.15 1.10
H -0.44 -6.27 1.42
H 2.00 -6.15 0.77
C -3.66 -0.06 3.53
Te -1.53 0.03 3.44
C -1.40 1.11 5.27
H -4.10 0.91 3.34
H -3.97 -0.43 4.51
H -3.98 -0.77 2.76
H -1.62 0.46 6.12
H -2.09 1.96 5.27
H -0.38 1.49 5.35
C -2.94 -0.82 -0.13
O -2.12 -1.32 0.90
H -3.46 -1.63 -0.67
H -2.37 -0.23 -0.85
H -3.69 -0.17 0.31
Cl 2.56 6.60 4.50
C 1.47 5.32 4.10
Cl 1.47 3.97 5.16
Cl -0.91 6.44 4.62
C 1.34 5.03 2.73
N 1.16 4.77 1.62



# 3
66
Properties=species:S:1:pos:R:3 method="wB97M-V/def2-TZVPD" homo_ev="-7.1 / -7.2" gap_ev="5.72 / 6.77" relative_energy_kj_mol=51.37 lumo_ha="-0.0490 / -0.0144" s_squared=0.80 total_charge=0 multiplicity=2
Cr 0.83 -0.98 0.39
Br -2.32 -4.08 5.65
C -1.16 -3.02 4.61
C -0.31 -2.10 5.22
Br -0.32 -1.89 7.09
C 0.54 -1.32 4.44
Br 1.70 -0.04 5.21
C 0.55 -1.42 3.05
O 1.28 -0.71 2.26
C -0.32 -2.37 2.42
O -0.25 -2.44 1.14
C -1.16 -3.15 3.22
Br -2.31 -4.37 2.35
C -3.51 -0.77 -2.83
N -2.38 -1.24 -2.06
C -2.73 -1.87 -0.79
P -0.89 -0.58 -2.24
O 0.15 -1.36 -1.54
O -0.92 1.01 -1.70
P -1.03 1.39 -0.14
O -0.86 0.20 0.72
N -2.61 1.91 0.02
C -3.02 3.06 -0.76
C -3.10 1.96 1.39
N 0.14 2.53 0.09
C 0.40 3.61 -0.85
C 0.75 2.69 1.40
N -0.57 -0.39 -3.85
C -0.91 0.79 -4.62
C 0.54 -1.15 -4.39
H -4.24 -1.58 -2.90
H -3.17 -0.51 -3.83
H -3.99 0.11 -2.37
H -3.33 -2.76 -0.99
H -3.29 -1.20 -0.14
H -1.82 -2.19 -0.28
H -2.56 3.00 -1.75
H -2.75 4.01 -0.30
H -4.11 3.02 -0.88
H -2.69 1.11 1.94
H -4.19 1.90 1.39
H -2.80 2.88 1.91
H -0.07 3.38 -1.80
H 1.48 3.69 -1.01
H 0.02 4.57 -0.48
H 0.57 1.79 1.99
H 0.36 3.56 1.93
H 1.83 2.80 1.28
H -1.70 1.35 -4.12
H -1.25 0.48 -5.61
H -0.04 1.44 -4.75
H 0.76 -1.98 -3.71
H 1.44 -0.54 -4.49
H 0.27 -1.55 -5.36
F 7.02 -2.19 2.07
C 6.01 -1.57 1.45
C 6.17 -0.25 1.01
F 7.34 0.36 1.19
C 5.11 0.41 0.40
F 5.24 1.69 0.03
C 3.89 -0.23 0.17
Se 2.41 0.63 -0.59
C 3.79 -1.56 0.57
F 2.61 -2.22 0.31
C 4.81 -2.23 1.23
F 4.63 -3.49 1.64



# 4
10
Properties=species:S:1:pos:R:3 method="wB97M-V/def2-TZVPD" homo_ev="-12.7 / -12.7" smiles="[NH2+]=C=C=C=C=CI" gap_ev="5.96 / 5.97" relative_energy_kj_mol=138.54 lumo_ha="-0.2469 / -0.2467" total_charge=+1
N 3.17 -1.00 0.00
C 1.97 -0.58 -0.01
C 0.81 -0.15 -0.01
C -0.45 0.25 -0.01
C -1.59 0.68 0.03
C -3.21 1.15 -0.01
I -4.68 -0.21 0.00
H 3.38 -1.98 0.16
H 3.95 -0.37 -0.16
H -3.36 2.21 0.01